Record 1
27
Properties=species:S:1:pos:R:3 method="wB97M-V/def2-TZVPD" s2=2.09 spin_multiplicity=3 lumo_ev="3.54 / 3.57" homo_ha="-0.05427 / -0.05588" orbital_gap_ev="5.016 / 5.089" charge=-2 relative_energy_ev=1.433
W 0.005 0.871 0.227
N 0.370 3.060 -3.226
C 0.117 2.577 -1.968
O 1.042 1.882 -1.487
C -0.591 3.495 -0.950
C -1.299 2.671 0.133
H 0.928 2.415 -3.770
H -0.436 3.399 -3.734
H -1.139 4.194 -1.595
H 0.248 4.038 -0.510
H -2.345 2.571 -0.160
H -1.210 3.182 1.090
Te -0.004 -1.596 -1.267
Te -1.280 -2.852 -3.273
Te -2.481 -0.480 -4.066
Te -2.314 0.543 -1.604
S 2.151 -0.826 0.833
S 3.873 0.184 1.040
S 4.426 0.314 2.914
S 1.032 2.085 2.166
N -0.774 0.270 1.770
C -0.146 0.940 2.775
C -0.423 0.748 4.123
C 0.212 1.532 5.126
N 0.721 2.157 5.952
C -1.384 -0.207 4.557
N -2.150 -0.991 4.918

***

Record 2
114
Properties=species:S:1:pos:R:3 method="wB97M-V/def2-TZVPD" s2=0.78 spin_multiplicity=2 lumo_ev="1.73 / 1.74" homo_ha="-0.07442 / -0.13775" orbital_gap_ev="3.751 / 5.487" charge=-1 relative_energy_ev=0.259
Ru 0.733 0.985 -1.051
Te 0.349 -2.077 2.985
C -1.032 -2.245 4.565
C -0.963 -3.321 5.443
C -1.896 -3.419 6.464
N -2.873 -2.537 6.670
C -2.922 -1.504 5.830
C -2.040 -1.313 4.778
C -0.782 -0.773 1.731
P -1.309 -1.816 0.509
C -2.470 -1.178 -0.710
C -2.751 -1.906 -1.869
C -3.766 -1.501 -2.714
C -4.535 -0.388 -2.393
C -4.288 0.311 -1.226
C -3.254 -0.081 -0.386
C -2.204 -3.233 1.175
C -1.935 -4.542 0.789
C -2.674 -5.586 1.324
C -3.680 -5.329 2.245
C -3.959 -4.022 2.622
C -3.230 -2.975 2.081
P 0.050 0.801 1.232
C -1.131 2.098 1.849
C -0.705 3.427 1.857
C -1.531 4.429 2.338
C -2.798 4.127 2.823
C -3.226 2.809 2.836
C -2.391 1.804 2.358
C 1.162 0.981 2.699
C 0.599 1.224 3.959
C 1.395 1.352 5.079
C 2.779 1.242 4.965
C 3.347 1.001 3.728
C 2.536 0.873 2.602
H -0.211 -4.094 5.332
H -1.860 -4.261 7.148
H -3.713 -0.782 6.006
H -2.140 -0.460 4.122
H -2.176 -2.789 -2.124
H -3.957 -2.051 -3.626
H -5.323 -0.065 -3.062
H -4.874 1.185 -0.976
H -3.046 0.488 0.507
H -1.140 -4.746 0.086
H -2.459 -6.604 1.026
H -4.247 -6.147 2.671
H -4.738 -3.815 3.344
H -3.440 -1.955 2.378
H 0.264 3.679 1.439
H -1.188 5.456 2.321
H -3.444 4.914 3.192
H -4.207 2.557 3.221
H -2.716 0.772 2.384
H -0.476 1.307 4.063
H 0.940 1.535 6.045
H 3.405 1.344 5.843
H 4.420 0.910 3.619
H 2.953 0.627 1.639
C 2.336 0.345 -5.101
C 2.196 0.425 -3.710
N 1.173 1.006 -3.110
C 0.185 1.560 -3.899
C 0.278 1.548 -5.318
C 1.368 0.922 -5.902
C -0.763 2.187 -6.066
C -1.784 2.806 -5.441
C -1.891 2.838 -4.001
C -2.877 3.537 -3.333
C -2.842 3.542 -1.921
C -1.897 2.796 -1.265
N -0.955 2.047 -1.871
C -0.908 2.141 -3.250
H 3.212 -0.131 -5.518
H 2.943 0.012 -3.047
H 1.452 0.905 -6.984
H -0.703 2.178 -7.149
H -2.552 3.313 -6.015
H -3.622 4.095 -3.887
H -3.555 4.111 -1.339
H -1.889 2.777 -0.189
O 4.067 2.175 -2.833
C 4.852 2.777 -1.833
C 4.545 2.344 -0.391
C 5.802 2.790 0.392
O 5.708 2.676 1.808
C 4.446 0.820 -0.217
Se 2.846 -0.271 -0.650
C 3.357 3.138 0.173
Se 1.715 3.226 -0.895
H 3.143 2.399 -2.610
H 4.768 3.874 -1.875
H 5.893 2.526 -2.068
H 6.040 3.827 0.119
H 6.651 2.165 0.104
H 4.916 3.148 2.085
H 4.690 0.611 0.826
H 5.242 0.364 -0.811
H 3.663 4.185 0.275
H 3.083 2.782 1.166
Cl 3.203 -6.479 -4.574
C 2.354 -5.249 -3.683
C 2.034 -4.056 -4.313
C 1.361 -3.082 -3.599
C 1.007 -3.311 -2.272
C 1.342 -4.511 -1.651
C 2.021 -5.488 -2.359
C 0.304 -2.231 -1.552
O -0.119 -2.595 -0.315
O 0.093 -1.130 -2.017
H 2.319 -3.892 -5.343
H 1.112 -2.133 -4.056
H 1.098 -4.665 -0.609
H 2.303 -6.420 -1.890

***

Record 3
20
Properties=species:S:1:pos:R:3 method="wB97M-V/def2-TZVPD" lumo_ev=-4.49 homo_ha=-0.51159 orbital_gap_ev=9.427 smiles="CCO[C@H]1CC=[NH+]C1" charge=+1 relative_energy_ev=0.062
C 2.628 -0.482 0.512
C 1.864 0.687 -0.101
O 0.538 0.792 0.463
C -0.512 0.705 -0.453
C -0.737 -0.761 -0.907
C -1.758 -1.244 0.054
N -2.307 -0.282 0.690
C -1.790 1.053 0.316
H 2.076 -0.874 1.367
H 2.788 -1.293 -0.197
H 3.606 -0.172 0.875
H 2.358 1.638 0.095
H 1.780 0.586 -1.186
H -0.360 1.371 -1.305
H 0.170 -1.365 -0.846
H -1.134 -0.858 -1.922
H -2.054 -2.271 0.235
H -3.036 -0.418 1.381
H -1.580 1.628 1.214
H -2.542 1.561 -0.287

***

Record 4
56
Properties=species:S:1:pos:R:3 method="wB97M-V/def2-TZVPD" lumo_ev=0.48 homo_ha=-0.33378 orbital_gap_ev=9.559 smiles="CN1CCN(C(=O)COc2ccc(S(=O)(=O)NC3CCCCC3)cc2Cl)CC1" relative_energy_ev=0.000
C -2.334 -0.062 2.862
N -0.990 0.009 3.390
C -0.169 -1.083 2.902
C 1.207 -1.035 3.568
N 1.826 0.245 3.312
C 2.914 0.505 2.570
O 3.348 1.631 2.407
C 3.633 -0.689 1.923
O 2.789 -1.554 1.187
C 2.099 -1.060 0.133
C 2.201 0.235 -0.367
C 1.433 0.624 -1.453
C 0.566 -0.270 -2.045
S -0.410 0.224 -3.469
O -0.302 -0.791 -4.474
O -0.059 1.569 -3.804
N -1.993 0.159 -2.969
C -2.442 0.732 -1.714
C -2.031 2.200 -1.639
C -2.576 2.848 -0.369
C -4.096 2.735 -0.318
C -4.520 1.272 -0.384
C -3.967 0.609 -1.642
C 0.449 -1.565 -1.573
C 1.208 -1.955 -0.487
Cl 1.074 -3.553 0.143
C 1.006 1.342 3.785
C -0.355 1.281 3.095
H -2.790 -1.000 3.176
H -2.356 -0.013 1.761
H -2.920 0.763 3.262
H -0.657 -2.027 3.153
H -0.048 -1.037 1.804
H 1.822 -1.855 3.206
H 1.076 -1.134 4.651
H 4.431 -0.284 1.290
H 4.084 -1.318 2.695
H 2.873 0.947 0.083
H 1.510 1.620 -1.859
H -2.360 -0.763 -3.151
H -1.993 0.189 -0.860
H -0.945 2.280 -1.670
H -2.419 2.710 -2.521
H -2.278 3.897 -0.340
H -2.146 2.355 0.506
H -4.474 3.189 0.601
H -4.527 3.276 -1.162
H -5.609 1.197 -0.384
H -4.151 0.746 0.499
H -4.250 -0.446 -1.663
H -4.386 1.088 -2.527
H -0.214 -2.261 -2.061
H 1.519 2.276 3.556
H 0.874 1.247 4.867
H -0.991 2.085 3.473
H -0.215 1.426 2.007

***

Record 5
60
Properties=species:S:1:pos:R:3 method="wB97M-V/def2-TZVPD" lumo_ev="-0.35 / -0.35" homo_ha="-0.13813 / -0.13815" orbital_gap_ev="3.407 / 3.408" relative_energy_ev=3.562
P -0.351 -2.128 -1.232
P 0.260 1.354 -2.068
C -1.282 -1.075 -2.428
C -0.509 0.057 -3.111
H -2.190 -0.703 -1.935
H -1.632 -1.791 -3.190
H 0.292 -0.352 -3.761
H -1.194 0.589 -3.790
C -0.783 2.815 -2.861
H -0.799 3.694 -2.194
H -1.820 2.492 -3.019
H -0.370 3.150 -3.811
C 1.700 2.218 -2.928
H 1.465 2.354 -3.992
H 2.658 1.676 -2.904
H 1.862 3.192 -2.465
C -1.550 -3.184 -0.389
H -1.061 -3.714 0.450
H -1.950 -3.950 -1.072
H -2.393 -2.578 -0.008
C 0.640 -3.231 -2.275
H 1.208 -2.651 -3.009
H -0.038 -3.911 -2.793
H 1.331 -3.801 -1.649
Hg -1.126 -2.273 2.441
C 0.680 2.562 0.191
C -0.433 1.883 -0.412
C -0.972 0.633 0.264
C 0.161 -0.332 0.510
C 0.972 -0.884 -0.673
C 1.641 0.255 -1.359
C 2.597 0.959 -0.374
C 1.918 1.976 0.607
C -0.821 -4.355 2.767
H 0.598 3.655 0.262
H -1.292 2.558 -0.574
H -1.810 0.217 -0.302
H -1.408 0.903 1.234
H 0.814 0.041 1.297
H -0.319 -1.189 0.991
H 1.763 -1.558 -0.317
H 2.229 -0.127 -2.213
H 3.378 1.503 -0.916
H 3.116 0.208 0.248
H 1.808 1.537 1.616
H 2.662 2.775 0.758
H -0.375 -4.499 3.765
H -0.133 -4.781 2.019
H -1.796 -4.870 2.736
C -0.579 2.288 4.096
C -1.833 1.740 3.811
C -1.943 0.388 3.459
C -0.786 -0.371 3.348
C 0.465 0.125 3.691
C 0.564 1.484 4.054
H -0.496 3.342 4.369
H -2.732 2.346 3.869
H -2.911 -0.054 3.205
H 1.365 -0.500 3.644
H 1.540 1.894 4.324

***

Record 6
80
Properties=species:S:1:pos:R:3 method="wB97M-V/def2-TZVPD" lumo_ev=-10.40 homo_ha=-0.58681 orbital_gap_ev=5.566 charge=+3 relative_energy_ev=0.000
Tc 0.312 -1.028 0.401
C 2.352 -5.929 0.848
N 1.024 -5.358 1.017
C -0.097 -6.237 1.379
C -1.292 -5.284 1.493
N -0.714 -3.999 1.095
C -1.457 -2.778 1.130
C 0.615 -4.095 0.871
N 1.286 -2.988 0.549
C 2.706 -2.981 0.323
C 4.265 -0.909 -0.310
N 3.391 0.290 -0.345
C 3.759 1.580 -0.611
N 3.007 2.656 -0.486
C 1.669 2.827 0.025
C 3.756 3.857 -0.882
C 5.125 3.303 -1.280
N 4.982 1.857 -1.049
C 6.115 0.986 -1.330
H 2.248 -7.010 0.899
H 3.026 -5.623 1.648
H 2.767 -5.693 -0.131
H 0.124 -6.744 2.320
H -0.235 -6.986 0.597
H -1.677 -5.224 2.513
H -2.106 -5.555 0.818
H -2.526 -2.985 1.187
H -1.409 -2.230 0.150
H -1.250 -2.158 2.007
H 2.996 -3.519 -0.588
H 3.288 -3.355 1.172
H 4.626 -1.228 -1.289
H 5.049 -0.874 0.448
H 1.231 1.864 0.257
H 1.059 3.336 -0.722
H 1.702 3.440 0.927
H 3.805 4.541 -0.034
H 3.235 4.350 -1.704
H 5.935 3.689 -0.660
H 5.365 3.477 -2.329
H 6.916 1.622 -1.700
H 5.885 0.267 -2.115
H 6.482 0.496 -0.428
N 3.063 -1.589 0.120
C 2.292 -0.502 0.055
C -0.666 0.270 0.086
Ge -2.432 1.366 -0.165
C -3.403 0.558 1.315
C -4.769 0.292 1.221
C -5.473 -0.193 2.313
C -4.825 -0.415 3.518
C -3.470 -0.131 3.636
C -2.772 0.352 2.542
C -1.918 3.225 0.079
C -2.190 4.164 -0.919
C -1.924 5.509 -0.713
C -1.384 5.932 0.490
C -1.123 5.010 1.498
C -1.391 3.670 1.290
C -2.872 0.795 -1.963
C -2.144 1.323 -3.033
C -2.417 0.945 -4.335
C -3.425 0.025 -4.589
C -4.144 -0.522 -3.538
C -3.862 -0.149 -2.234
H -5.311 0.492 0.305
H -6.534 -0.383 2.227
H -5.378 -0.784 4.370
H -2.971 -0.261 4.587
H -1.723 0.616 2.677
H -2.637 3.853 -1.854
H -2.158 6.230 -1.484
H -1.187 6.982 0.655
H -0.735 5.347 2.449
H -1.217 2.971 2.100
H -1.368 2.059 -2.856
H -1.858 1.374 -5.155
H -3.649 -0.265 -5.606
H -4.932 -1.236 -3.737
H -4.430 -0.598 -1.430

***

Record 7
106
Properties=species:S:1:pos:R:3 method="wB97M-V/def2-TZVPD" lumo_ev=-2.17 homo_ha=-0.40562 orbital_gap_ev=8.870 charge=+1
C -0.173 4.075 -0.205
C -0.185 2.924 -0.526
C -0.099 1.561 -1.003
N 0.583 0.552 -0.098
C -0.274 -0.549 -0.268
N -1.213 -0.766 0.617
C -2.125 -1.898 0.445
C -3.485 -1.522 -0.224
C -4.646 -1.796 0.707
O -3.478 -0.169 -0.651
C -1.596 -0.053 1.871
C -1.116 1.266 2.490
O 0.267 1.461 2.545
C -1.913 2.469 1.963
N -1.278 3.732 2.294
N -0.175 -1.300 -1.398
C -1.292 -1.457 -2.335
C 1.190 -1.751 -1.715
N 1.494 -2.693 -0.611
C 1.253 -2.503 -3.029
O 0.537 -3.715 -2.840
O 0.518 -4.358 -4.116
C 2.290 -0.661 -1.614
C 2.807 -0.056 -2.950
C 1.933 0.726 -3.919
C 2.445 0.629 -5.343
F 0.613 0.245 -3.889
C 2.032 0.272 -0.361
C 2.676 -0.501 0.813
C 4.056 -0.622 0.875
C 4.683 -1.328 1.876
C 3.945 -1.961 2.855
C 2.570 -1.873 2.789
C 1.955 -1.162 1.782
C 2.865 1.566 -0.385
C 2.881 2.367 0.892
F 2.503 2.418 -1.431
H -0.438 5.053 0.098
H -1.126 1.231 -1.143
H 0.340 1.553 -1.983
H -1.617 -2.693 -0.079
H -2.347 -2.270 1.436
H -3.624 -2.119 -1.115
H -4.581 -1.168 1.592
H -4.691 -2.839 0.992
H -5.567 -1.543 0.193
H -3.977 0.369 -0.030
H -1.502 -0.824 2.629
H -2.666 0.090 1.777
H -1.471 1.146 3.515
H 0.500 1.825 3.402
H -2.083 2.392 0.891
H -2.894 2.396 2.444
H -0.986 3.712 3.265
H -1.966 4.476 2.263
H -1.869 -2.356 -2.155
H -0.938 -1.501 -3.349
H -1.968 -0.618 -2.259
H 2.242 -3.325 -0.866
H 0.669 -3.251 -0.433
H 2.293 -2.724 -3.252
H 0.826 -1.967 -3.866
H -0.229 -3.903 -4.533
H 3.130 -1.269 -1.309
H 3.225 -0.886 -3.512
H 3.665 0.572 -2.749
H 1.874 1.772 -3.666
H 2.091 -0.295 -5.787
H 3.528 0.577 -5.328
H 2.141 1.476 -5.940
H 4.696 -0.185 0.129
H 5.756 -1.386 1.893
H 4.398 -2.538 3.643
H 1.964 -2.378 3.522
H 0.887 -1.160 1.782
H 3.883 1.291 -0.625
H 3.449 3.270 0.693
H 3.383 1.836 1.689
H 1.894 2.661 1.213
C 3.113 -2.500 7.112
C 3.832 -1.194 7.394
O 4.752 -0.851 6.362
H 3.832 -3.309 6.989
H 2.432 -2.759 7.925
H 2.530 -2.427 6.189
H 4.422 -1.270 8.304
H 3.107 -0.383 7.531
H 4.257 -0.763 5.542
C -5.671 6.431 3.434
C -4.693 5.408 2.893
O -3.342 5.698 3.269
H -5.409 7.428 3.082
H -6.689 6.204 3.114
H -5.653 6.445 4.525
H -4.701 5.407 1.804
H -4.964 4.404 3.238
H -3.299 5.703 4.230
C -3.065 -2.943 -7.719
C -1.718 -2.667 -7.084
O -1.763 -2.790 -5.654
H -3.819 -2.263 -7.323
H -3.016 -2.819 -8.800
H -3.391 -3.964 -7.509
H -1.400 -1.645 -7.279
H -0.957 -3.342 -7.488
H -2.065 -3.684 -5.456

***

Record 8
12
Properties=species:S:1:pos:R:3 method="wB97M-V/def2-TZVPD" lumo_ev=0.82 homo_ha=-0.37356 orbital_gap_ev=10.985 smiles="O=C[C@H]1CN=CO1" relative_energy_ev=1.257
O -2.645 0.814 -0.185
C -1.771 0.009 0.022
C -0.372 0.166 -0.514
C 0.564 0.752 0.564
N 1.803 -0.017 0.414
C 1.486 -1.024 -0.281
O 0.222 -1.115 -0.780
H -1.913 -0.868 0.687
H -0.380 0.761 -1.435
H 0.700 1.829 0.450
H 0.180 0.562 1.577
H 2.127 -1.868 -0.519

***

Record 9
17
Properties=species:S:1:pos:R:3 method="wB97M-V/def2-TZVPD" s2=2.02 spin_multiplicity=3 lumo_ev="0.95 / -3.20" homo_ha="-0.27372 / -0.35070" orbital_gap_ev="8.399 / 6.348" relative_energy_ev=1.435
C -0.816 -0.691 0.693
C -1.464 -1.904 1.057
C 2.726 1.523 0.401
C 1.776 1.071 -0.424
C 0.346 1.539 -0.664
C -2.422 -2.404 -0.026
O -1.395 -2.586 2.052
P -0.645 -0.133 -0.929
H 3.559 0.997 0.706
H 2.645 2.412 0.938
H 2.052 0.150 -0.750
H -0.342 -0.211 1.420
H 0.153 2.037 0.251
H 0.228 2.112 -1.493
H -1.781 -2.534 -1.041
H -3.162 -1.761 -0.199
H -3.020 -3.276 0.272

***

Strongest force on any atom in eV/A, matching the order above: 3.93 0.92 0.19 0.78 4.72 0.61 0.89 0.66 4.88